Formula: C38H42BrMgN7OS4Sb
Source: the Open Molecules 2025 dataset
Level of theory: wB97M-V/def2-TZVPD

**Spin multiplicity**: 2
**LUMO energy (spin up / spin down)**: -0.7448 / -0.7477 eV
**DFT total energy**: -6538.9696 Eh
**ΔE to the lowest compared entry with this formula, charge and spin**: 13.14 kcal/mol
**Expectation value of S²**: 0.7668

Each line ends with the Löwdin charge.
Geometry (Å):
Mg1 -18.058 -2.573 -13.977  0.408
S1 -20.214 -2.828 -18.240  -0.150
Sb1 -18.105 -2.985 -17.529  0.059
S2 -17.860 -4.324 -15.747  0.025
S3 -16.428 -1.749 -18.249  -0.117
Br1 -23.926 -2.130 -9.119  0.740
C1 -22.187 -2.365 -9.933  -0.650
C2 -21.686 -1.273 -10.599  -0.170
C3 -20.461 -1.386 -11.203  -0.054
C4 -19.694 -2.548 -11.102  -0.292
C5 -20.208 -3.593 -10.316  -0.031
C6 -21.479 -3.549 -9.758  -0.109
N1 -18.479 -2.698 -11.769  0.001
C7 -17.497 -3.364 -11.175  -0.146
C8 -16.345 -3.737 -11.930  -0.310
C9 -15.261 -4.453 -11.366  -0.022
C10 -14.034 -4.572 -12.064  -0.072
C11 -13.952 -3.943 -13.303  -0.078
C12 -15.101 -3.329 -13.852  -0.131
N2 -16.242 -3.215 -13.154  -0.031
H1 -22.275 -0.375 -10.609  0.097
H2 -20.038 -0.477 -11.734  0.136
H3 -19.576 -4.447 -10.143  0.104
H4 -21.908 -4.430 -9.235  0.117
H5 -17.445 -3.626 -10.129  0.109
H6 -15.357 -4.847 -10.332  0.116
H7 -13.165 -5.071 -11.565  0.117
H8 -13.057 -3.940 -13.952  0.105
H9 -15.159 -3.042 -14.886  0.092
C13 -17.535 1.609 -15.554  -0.013
C14 -17.810 0.219 -15.570  -0.139
N3 -17.406 -0.582 -14.578  0.024
C15 -16.673 -0.058 -13.584  -0.066
C16 -16.454 1.295 -13.447  -0.190
C17 -16.818 2.167 -14.487  0.003
C18 -15.549 1.809 -12.384  -0.094
C19 -15.554 3.003 -11.795  -0.034
C20 -16.708 3.970 -11.652  -0.270
C21 -16.512 5.273 -11.165  0.001
C22 -17.649 5.999 -10.836  -0.105
N4 -18.856 5.515 -11.127  0.076
C23 -18.945 4.363 -11.708  -0.231
N5 -17.925 3.561 -11.995  0.137
H10 -17.877 2.251 -16.357  0.109
H11 -18.399 -0.181 -16.371  0.066
H12 -16.320 -0.715 -12.783  0.108
H13 -16.617 3.266 -14.502  0.138
H14 -14.702 1.165 -12.135  0.071
H15 -14.681 3.260 -11.151  0.125
H16 -15.530 5.593 -10.850  0.108
H17 -17.610 6.991 -10.432  0.105
H18 -19.967 4.056 -11.891  0.110
C24 -26.028 -1.472 -11.822  -0.083
C25 -24.711 -1.446 -12.539  -0.282
C26 -24.178 -0.200 -12.828  -0.030
C27 -22.992 -0.066 -13.473  -0.221
C28 -22.521 1.337 -13.780  -0.035
C29 -22.273 -1.231 -13.851  -0.097
C30 -20.883 -1.137 -14.347  -0.169
O1 -20.034 -1.988 -14.362  -0.056
C31 -22.867 -2.492 -13.623  -0.191
C32 -22.238 -3.703 -14.140  -0.021
C33 -24.113 -2.583 -12.999  0.006
H19 -26.738 -0.901 -12.426  0.083
H20 -26.100 -1.000 -10.833  0.055
H21 -26.471 -2.490 -11.773  0.091
H22 -24.725 0.660 -12.436  0.132
H23 -23.378 1.974 -13.570  0.075
H24 -22.337 1.466 -14.858  0.094
H25 -21.688 1.667 -13.170  0.075
H26 -20.678 -0.052 -14.624  0.138
H27 -21.922 -3.538 -15.161  0.085
H28 -23.005 -4.536 -14.065  0.113
H29 -21.388 -4.028 -13.587  0.077
H30 -24.572 -3.537 -12.795  0.124
C34 -18.447 -0.800 -6.389  -0.098
C35 -18.220 -1.262 -7.787  -0.222
N6 -16.818 -0.908 -8.149  0.010
C36 -16.376 -0.250 -9.257  -0.869
S4 -14.875 -0.464 -9.933  0.630
N7 -17.277 0.700 -9.739  0.016
C37 -18.068 1.687 -8.945  -0.225
C38 -19.457 1.794 -9.473  -0.098
H31 -19.387 -1.172 -6.060  0.063
H32 -18.495 0.307 -6.234  0.081
H33 -17.671 -1.209 -5.714  0.088
H34 -18.924 -0.793 -8.423  0.080
H35 -18.361 -2.334 -7.798  0.112
H36 -16.103 -1.483 -7.758  0.102
H37 -16.992 1.086 -10.630  0.065
H38 -17.580 2.670 -9.004  0.111
H39 -18.018 1.448 -7.884  0.093
H40 -19.491 2.014 -10.544  0.045
H41 -20.059 2.598 -9.001  0.093
H42 -20.003 0.838 -9.386  0.056

Force components x, y, z for each atom (eV/Å):
Mg -0.28 0.16 0.57
S 0.24 0.10 -0.01
Sb -0.88 0.29 -0.56
S 0.17 -0.50 0.55
S 0.29 0.06 -0.08
Br 0.48 -0.32 -0.08
C -1.01 -0.31 0.84
C -0.15 -0.38 0.30
C 1.22 1.61 -1.04
C 0.08 -0.35 0.22
C -0.13 -0.03 0.12
C -0.11 -0.09 0.01
N -0.58 0.77 -0.76
C 1.15 -0.96 -0.42
C 0.37 0.31 1.78
C 1.42 -0.40 0.18
C -1.12 0.16 1.78
C -0.20 0.68 -2.01
C 0.57 -1.30 1.48
N 0.25 0.19 -1.87
H 0.02 0.30 -0.21
H -0.41 -1.27 0.58
H -0.04 -0.35 -0.17
H 0.37 0.88 -0.31
H -0.50 0.00 0.32
H 0.04 0.22 -0.90
H -0.93 0.48 -0.71
H -0.51 -0.21 0.69
H 0.25 0.42 -0.24
C 0.30 -0.47 0.44
C 0.32 1.62 0.92
N 0.14 -0.21 -0.21
C -0.54 0.10 0.47
C 1.25 1.38 -0.12
C -1.07 -0.25 -0.73
C 0.36 -0.23 -0.44
C -0.31 0.98 1.24
C 0.81 0.02 -0.85
C -0.16 -0.47 1.02
C 0.37 -0.77 -1.14
N -0.39 1.96 0.92
C 0.26 -0.71 -0.13
N -0.31 -0.70 0.00
H 0.03 -0.23 -0.06
H -0.15 -0.35 -0.20
H -0.13 -0.04 -0.36
H -0.02 -1.24 0.30
H -0.27 0.16 -0.20
H -0.75 -0.25 -0.53
H 0.12 0.16 -0.21
H 0.09 0.27 0.34
H 0.09 -0.46 -0.39
C -1.31 -0.55 -0.30
C -1.10 0.44 0.67
C -0.56 0.07 0.84
C 1.34 0.28 -0.84
C -0.71 -0.10 -0.46
C -0.10 -0.78 0.16
C -2.07 2.84 0.45
O 0.92 -1.03 -0.14
C -0.30 0.84 0.11
C -1.33 -1.86 -0.29
C 0.87 0.00 0.04
H -0.05 0.03 -0.11
H 0.59 -0.26 -0.23
H 0.50 0.54 0.18
H 0.24 0.01 -0.35
H 0.15 0.29 0.11
H 0.34 -0.02 0.40
H 0.30 0.03 -0.08
H 0.48 -1.01 -0.03
H 0.08 -0.33 -0.34
H 1.00 0.79 -0.42
H 0.78 -0.12 0.53
H 0.06 -0.22 -0.13
C 0.39 0.80 1.34
C 1.78 0.68 0.65
N -0.42 -0.01 -0.96
C -1.73 1.28 0.45
S 0.11 -0.41 0.04
N 0.25 -0.16 0.11
C 1.13 -0.23 -0.11
C -1.69 -0.12 -0.32
H -0.92 -0.41 0.50
H 0.27 -0.83 -0.36
H -0.36 0.26 -0.24
H -0.44 0.30 -1.08
H 0.09 -0.37 -0.42
H 0.28 -0.47 0.25
H 0.10 -0.07 0.21
H 0.13 -0.12 -0.21
H -0.13 -0.32 -0.12
H 0.38 -0.01 0.08
H 0.43 -0.46 0.04
H 0.15 0.36 0.23